No. 1
Density functional theory data (ωB97M-V/def2-TZVPD) for a cluster of 21 separate species, C84H133N7O42 in total at a distorted geometry.

Output
multiplicity: 1
HOMO-LUMO gap: 10.6 eV
LUMO energy: 0.1 eV
max |F|: 4.75 eV/Å

CARTESIAN COORDINATES (ANGSTROEM)
O -2.870 -0.874 -0.001
C -1.487 -1.166 0.256
H 3.844 -2.789 -3.665
C -3.114 4.532 5.563
H -0.737 -7.780 -5.646
C -8.153 2.310 -1.731
C 0.400 -9.069 -3.633
H 1.861 7.531 2.472
C -3.137 4.105 0.117
C 5.450 0.975 7.148
H -3.618 -5.389 -0.189
C 1.040 -1.399 -3.843
C 2.132 6.777 -6.065
O -2.549 0.031 -2.807
C -8.202 0.896 -1.219
O -1.500 6.157 -2.243
H -0.575 -6.046 -5.091
H -6.333 -4.559 0.791
H -3.666 -0.693 -4.364
C 0.333 0.140 4.439
O -6.884 2.401 -2.524
H -5.837 6.665 5.093
H -4.830 2.728 -5.672
H 1.934 -8.037 0.027
H 1.962 6.932 -5.007
H -1.720 3.321 -1.389
H 2.851 -4.224 2.315
H 1.386 -1.871 -5.855
O 5.441 3.870 1.564
H -5.215 6.067 6.613
H 5.226 2.768 -4.848
H 1.134 -6.934 -3.533
C -0.533 -0.793 -5.819
O 1.345 -0.490 4.318
H -3.529 5.638 -1.896
C 0.477 -1.747 -5.273
H 4.746 -8.327 0.668
C 4.961 0.405 1.546
H 1.711 -4.672 4.401
H -5.886 -5.512 -0.697
H -2.230 -10.582 -0.059
H -6.334 1.872 3.090
H 5.839 5.671 0.754
C -1.717 -8.677 0.740
H 4.878 -2.295 -0.923
H 1.300 3.903 0.477
H 6.535 1.656 -6.993
O 3.175 4.663 -1.208
C 5.151 5.762 2.888
C 5.783 7.120 3.018
O -3.238 3.136 5.479
H 1.239 5.664 -7.753
H 0.574 -9.329 -2.630
H -1.617 -2.895 -1.080
H 1.428 2.133 0.353
H -2.271 -1.210 4.702
C 3.825 1.343 -4.951
H -2.112 1.730 3.697
H -9.106 0.776 -0.606
H 1.949 3.982 -5.367
H 3.196 -2.182 -1.346
O 0.300 6.827 -1.166
C -7.158 1.472 2.534
H -5.269 -2.550 -0.307
H 1.315 3.350 -6.851
H -0.885 -6.753 1.420
H 4.218 -0.856 3.131
C 6.365 0.701 -6.506
H 4.191 5.822 3.383
H 7.215 0.090 -6.833
C 4.192 -3.976 -1.992
H -8.193 0.190 -2.024
N 6.877 -2.294 -3.184
C 3.158 4.982 -2.580
C -4.591 2.896 5.328
N 1.155 -8.822 2.712
H -0.125 8.062 3.880
C 2.900 -8.490 -0.325
O -0.051 -4.617 -3.413
O -0.786 -4.633 4.677
H 5.400 0.291 -6.847
H 3.092 -6.878 1.914
N -2.984 -3.264 1.943
N -0.825 3.948 3.234
H -0.507 -10.519 0.341
C -4.005 1.498 -3.991
H -2.836 3.421 0.945
H -4.507 -0.327 -2.777
H 3.532 3.338 8.313
H 0.422 -0.739 -3.211
C 0.173 -7.524 -3.608
H 4.622 -6.068 1.360
H 4.992 3.437 7.365
C 1.983 -3.678 2.607
C 5.077 5.259 1.447
C -7.078 -0.091 2.671
H -0.267 0.483 -0.545
C 3.723 -6.540 1.093
C 1.845 4.208 -6.420
C 3.943 -2.882 -1.005
H 1.219 -9.277 -4.271
H 6.604 -0.416 0.566
H 3.295 1.004 7.223
O 5.399 0.757 -0.664
C -0.835 0.170 0.388
H 5.804 -0.182 3.402
C 1.993 3.087 0.299
H 2.380 -2.787 3.070
C -1.853 1.188 -3.107
C 0.017 4.719 3.096
H -6.256 -0.398 1.927
H -1.558 -1.620 1.265
C -3.601 -4.059 1.362
O -7.034 4.431 -1.453
H -1.339 -0.616 -5.080
C 0.397 -8.346 1.983
C 1.825 3.161 -2.160
O 1.060 -2.682 -3.191
H 0.787 3.247 -1.828
O 2.960 -8.401 -1.808
H 6.300 1.574 6.772
C 6.106 3.652 2.693
C -0.675 -5.654 3.799
H 0.008 -2.592 -0.509
H -4.287 5.303 3.829
N -8.082 -3.344 2.223
H 3.698 -3.408 -0.088
C -4.480 1.741 -5.434
H -3.676 1.285 -6.017
H 3.258 -5.802 0.479
H -2.529 4.669 -3.127
H 5.747 7.478 4.012
H -4.439 -5.941 1.290
O 6.711 2.637 2.957
C -8.416 -0.716 2.333
C 5.848 -2.743 -3.325
H 1.987 5.223 2.895
N 4.383 3.953 -7.052
H -8.897 -0.409 1.384
H 6.869 7.114 2.667
H -0.104 8.867 2.195
O 4.686 -7.185 -1.075
O 3.827 5.828 -3.069
O 2.256 4.194 -3.174
H -2.161 4.665 5.062
H 0.832 6.890 1.236
O 0.008 0.556 5.706
H -3.288 5.110 0.568
H 4.920 -4.668 -1.621
H 5.612 -1.568 2.288
C 4.122 1.639 6.888
C -4.962 6.284 5.600
O -1.386 -6.611 3.779
O -0.894 4.979 -0.478
H -2.334 -8.072 0.020
H 4.629 -4.355 -4.053
H -3.694 -0.148 4.692
C -2.506 5.189 -2.172
H -6.537 -3.194 -1.201
H -3.130 4.731 6.674
H 1.254 5.898 4.149
H 1.966 7.616 -6.718
H -1.151 -9.744 -1.047
H 2.720 3.064 1.150
C -2.022 -6.990 -2.880
O -4.125 0.984 0.053
H 5.230 1.837 -3.391
C 3.985 3.078 7.360
C -0.159 7.919 2.798
C 1.309 5.596 -6.638
O 3.856 -0.123 0.692
C -1.375 -9.960 -0.019
H 0.510 -2.936 5.058
C -2.109 4.299 -1.004
H -0.891 -1.203 -6.760
C 3.340 2.987 5.198
H -4.897 -3.566 -1.726
C -3.773 0.027 -3.528
H -9.082 -0.594 3.206
H -1.795 1.112 6.459
O -0.795 1.412 -2.702
C 4.070 -7.672 0.135
O -2.657 2.038 -3.758
H 0.308 5.728 -6.322
H -4.648 2.060 -3.336
H -6.787 -0.183 3.723
O -0.703 -7.205 -2.472
C 5.131 1.752 -4.499
O 0.395 -5.396 2.960
C -0.622 6.036 -1.274
H 3.192 6.497 -6.153
C -1.793 0.874 4.238
O -1.942 1.116 0.484
N 2.816 0.971 -5.391
C 4.583 -3.529 -3.332
C -1.205 1.334 5.600
C 6.099 0.503 0.537
H -8.026 1.899 3.067
C 1.136 -4.319 3.557
C 2.748 3.350 -0.996
C 4.148 0.248 -0.563
C 6.342 0.877 -4.986
H -0.705 -1.516 -1.724
O -0.597 0.297 3.520
O -5.577 4.173 -3.121
C -3.084 0.424 0.189
H -7.325 0.593 -0.640
C -8.319 -2.212 2.183
O -2.917 -6.772 -2.171
C 3.279 4.136 -6.770
O 5.911 4.733 3.531
H 5.592 0.674 8.160
H 2.946 -9.545 -0.055
H -7.055 1.882 1.571
H -4.279 7.204 5.642
H 2.092 2.238 -2.672
H -0.964 2.411 5.645
C -4.291 -5.111 0.604
O -0.159 -3.022 -5.013
H 5.461 0.013 6.596
H 6.734 1.330 0.638
O 3.346 3.801 6.285
C -2.697 -0.349 4.265
H 7.263 1.329 -4.629
H -2.902 -0.705 3.275
C -5.524 -3.424 -0.865
H 5.164 7.887 2.553
C -0.904 -2.065 -0.821
C 4.000 -7.632 -2.161
C -0.736 -7.093 -4.778
O 3.333 0.171 -1.468
H 3.616 2.677 -1.046
H 6.268 -0.061 -4.447
H -7.594 3.213 0.240
H -8.953 2.452 -2.537
H -2.248 -8.886 1.632
H -4.028 3.678 -0.378
H -0.534 -9.561 -3.974
C -0.507 -7.705 1.012
C 0.037 -3.515 4.256
O -5.024 1.762 5.298
C 0.251 -3.559 -3.833
O 2.978 3.448 4.122
O 3.910 1.789 5.434
O -5.248 4.005 5.027
O -2.082 -7.130 -4.259
C -7.986 3.463 -0.767
C -5.613 -4.684 -0.005
H 4.692 1.405 1.862
H -1.130 7.495 2.675
C 0.934 7.040 2.331
H -0.271 0.185 1.269
H -0.046 0.184 -6.101
H 4.050 5.311 1.066
H 3.337 -4.586 -2.074
O 4.188 -7.290 -3.289
H 1.337 -3.341 1.804
C 1.037 5.735 3.099
C -6.431 3.695 -2.413
C -4.395 5.104 4.899
H -5.368 1.059 -5.423
H -8.879 4.021 -0.572
H 0.067 -7.449 0.119
H 2.020 -0.980 -3.923
C 5.149 -0.624 2.658
H -0.534 -2.914 3.568

No. 2
Density functional theory data (ωB97M-V/def2-TZVPD) for an isolated molecule of C6H13NO4 at a distorted geometry.

Output
multiplicity: 1
HOMO-LUMO gap: 9.9 eV
relative energy (zero: lowest compared OMol25 entry of this formula, charge and spin): 83.95 kcal/mol
LUMO energy: 0.6 eV
max |F|: 5.74 eV/Å
SMILES: OC[C@@H]1NC[C@H](O)[C@@H](O)[C@H]1O

CARTESIAN COORDINATES (ANGSTROEM)
O -2.639 0.452 -1.119
H 3.052 1.048 -0.164
H -0.463 -1.290 2.201
H -3.255 -0.305 -1.404
C -1.587 -0.168 -0.249
H -1.466 -2.204 -0.868
H -0.160 1.317 -0.974
O 3.153 -0.703 -1.211
O -1.310 2.197 0.533
C 2.274 0.265 -0.473
O -0.452 -0.224 2.150
C -0.614 0.979 0.083
H -1.580 2.525 -0.470
H 1.951 -0.923 1.306
H 3.569 -0.297 -2.058
H 1.076 -2.082 -0.678
C 1.260 -0.485 0.512
C 0.189 0.493 1.206
H 1.743 0.956 -1.293
H 0.767 1.254 1.656
H -0.542 -0.932 -1.842
N 0.411 -1.605 -0.069
H -2.085 -0.504 0.626
C -0.772 -1.268 -0.808

No. 3
Density functional theory data (ωB97M-V/def2-TZVPD) for a cluster of 2 separate species, C3H3N3O2 in total at a distorted geometry.

Output
multiplicity: 1
HOMO-LUMO gap (alpha / beta): 7.7 / 7.7 eV
relative energy (zero: lowest compared OMol25 entry of this formula, charge and spin): 156.24 kcal/mol
LUMO energy (alpha / beta): -1.2 / -1.2 eV
max |F|: 6.21 eV/Å

CARTESIAN COORDINATES (ANGSTROEM)
H -1.226 -2.482 0.727
C -0.314 -0.934 -0.238
N 0.663 0.525 -1.338
C 0.180 1.859 1.257
N 0.406 0.238 -0.176
N -0.561 -1.631 0.846
H 0.462 0.101 -3.336
O -0.902 1.639 1.623
C 0.315 -0.179 -2.327
O 1.225 2.382 1.190
H -0.247 -1.519 1.773

No. 4
Density functional theory data (ωB97M-V/def2-TZVPD) for a structure of composition C21H28Cl3MnO4 at a distorted geometry.

Output
multiplicity: 5
HOMO-LUMO gap (alpha / beta): 6.0 / 8.2 eV
relative energy (zero: lowest compared OMol25 entry of this formula, charge and spin): 1.62 kcal/mol
LUMO energy (alpha / beta): -1.7 / -0.5 eV
max |F|: 2.38 eV/Å

CARTESIAN COORDINATES (ANGSTROEM)
H 2.606 4.256 -0.337
C -1.636 -4.396 1.157
H 2.756 4.829 -2.009
H 0.721 2.903 -3.153
O -1.265 -1.940 1.134
C -3.469 0.159 2.949
C -2.406 -0.322 -1.231
H 0.102 -1.640 -1.239
H -0.188 -0.508 3.314
C -3.900 0.651 0.236
H -4.569 1.387 0.673
H -2.675 1.904 -1.182
O 1.983 -1.142 -1.983
C -2.908 0.926 -0.767
H 3.316 -1.426 0.995
C -2.431 -0.763 3.246
C 2.205 4.149 -1.353
H 1.663 1.384 -3.383
H 2.852 -3.011 -1.405
H 2.092 -2.716 0.678
C -1.454 1.294 2.776
O 1.935 1.773 -0.792
H 3.558 0.362 -0.817
C 3.884 2.329 -1.727
C 2.897 -1.930 -1.165
H 0.565 -1.171 0.960
C 2.383 2.718 -1.814
C -0.825 -3.087 0.756
H -3.002 -2.440 -0.747
H -0.723 2.094 2.755
H 3.710 1.703 0.387
H 1.591 0.241 0.562
H -3.405 2.381 2.599
C -2.872 1.445 2.683
O 0.190 -3.294 0.095
C -1.171 -0.088 3.094
C 0.849 -0.831 -1.157
H -4.722 -1.335 0.963
H -1.718 -0.459 -2.058
Cl -0.659 -5.319 2.309
Cl -3.189 -3.954 1.901
H 2.298 2.937 -3.961
H 3.915 -1.563 -1.361
H -4.531 -0.049 3.069
Cl -1.915 -5.297 -0.345
H 4.284 1.823 -2.611
C 3.369 1.423 -0.620
C 1.723 2.454 -3.156
C -3.982 -0.788 0.392
H 0.405 0.104 -1.526
H -2.589 -1.764 3.635
H 4.556 3.102 -1.336
C 2.513 -1.759 0.331
H 1.151 4.419 -1.374
C -3.064 -1.377 -0.523
Mn -2.136 0.008 1.179
C 1.335 -0.786 0.304

No. 5
Density functional theory data (ωB97M-V/def2-TZVPD) for a structure of composition C28H22Cl2CoN2O9P3 at a distorted geometry.

Output
multiplicity: 5
HOMO-LUMO gap (alpha / beta): 6.8 / 5.3 eV
relative energy (zero: lowest compared OMol25 entry of this formula, charge and spin): 10.94 kcal/mol
LUMO energy (alpha / beta): -1.1 / -3.3 eV
max |F|: 2.33 eV/Å

CARTESIAN COORDINATES (ANGSTROEM)
O -4.350 -1.089 0.271
H -1.084 -3.769 2.150
H -0.009 -4.925 4.068
C 1.170 -1.531 2.854
C 3.371 -0.207 3.923
P -3.806 0.279 0.087
C 2.632 0.391 2.905
C -0.985 4.296 -0.544
H 5.638 0.636 -0.892
O -3.447 1.254 3.908
O -4.727 1.105 -0.913
O -1.737 2.141 2.236
C 1.896 -2.137 3.909
P -0.038 0.409 -1.063
H -4.562 2.043 -0.830
H -2.949 -2.397 -1.757
H 4.229 0.311 4.320
C -0.649 2.074 -1.398
C -0.251 -3.319 2.669
H 0.195 2.793 0.433
C -2.049 3.616 -2.586
C -0.384 -2.105 -4.912
C 3.003 -1.431 4.432
C 3.873 -0.563 -0.697
C 2.496 -0.587 -0.781
C 1.453 -3.395 4.354
C -1.477 2.362 -2.477
H -2.697 3.837 -3.421
H -3.276 -2.184 0.518
C 0.348 -0.926 -4.894
C -1.084 -1.709 -2.634
H -1.691 -3.390 -3.817
C 3.860 1.757 -1.302
H 4.394 2.670 -1.517
H 4.413 -1.458 -0.423
H 1.000 0.736 -3.720
C 4.561 0.614 -0.959
C -1.115 -2.476 -3.802
H -0.389 -2.725 -5.796
H -2.263 5.559 -1.709
O -2.378 -2.682 0.629
P -2.837 1.014 2.601
Cl 3.909 -2.118 5.722
C 0.405 -0.167 -3.740
O -2.170 -0.324 2.337
C -0.413 3.042 -0.424
C 2.477 1.741 -1.371
H -1.654 2.698 3.009
N -1.489 -2.234 -0.318
C 0.369 -3.971 3.743
H 0.888 -0.611 -5.773
Co -0.916 -0.755 0.893
N 0.139 -2.140 2.239
C 1.483 -0.216 2.372
O -2.370 0.320 -0.419
O -3.901 1.228 1.383
C 1.785 0.563 -1.116
H -0.804 5.047 0.211
H 1.936 -1.491 -0.563
C -1.917 -2.134 -1.521
H 1.941 2.646 -1.618
C -1.806 4.583 -1.624
H -1.697 1.597 -3.207
O 0.722 0.320 1.494
C -0.285 -0.558 -2.595
Cl 3.095 1.929 2.307
H 1.979 -3.884 5.159

No. 6
Density functional theory data (ωB97M-V/def2-TZVPD) for the ion C5H7O2S with charge +1 at a distorted geometry.

Output
multiplicity: 1
HOMO-LUMO gap: 9.9 eV
charge: +1
relative energy (zero: lowest compared OMol25 entry of this formula, charge and spin): 0.00 kcal/mol
LUMO energy: -4.3 eV
max |F|: 1.65 eV/Å

CARTESIAN COORDINATES (ANGSTROEM)
O -1.884 -0.717 0.002
H 0.694 -0.490 -0.894
H 2.434 1.306 0.889
C -3.217 -1.019 0.001
H -3.503 -2.052 0.002
C -1.798 0.599 0.001
S -0.363 1.478 0.001
C 0.875 0.104 0.000
C -3.897 0.140 -0.001
H 0.694 -0.492 0.893
H -4.940 0.390 -0.003
H 2.996 -0.102 -0.009
H 2.428 1.321 -0.879
C 2.265 0.704 0.001
O -2.989 1.156 -0.001